w.
The following is a quantum chemistry calculation of the molecule C5H10N2S, from the OMol25 dataset.

Values from the calculation:
Charge = 0
LUMO = 0.754 eV
SMILES string = C/C=C(C)\N=C\NS

The geometry in XYZ format:
```
18
C5H10N2S, DFT ωB97M-V/def2-TZVPD
C -1.64007 1.01031 -1.26476
C -0.63791 -0.02936 -1.56450
C 0.40126 -0.42055 -0.80853
C 1.41567 -1.39683 -1.35729
N 0.66739 0.05808 0.48589
C -0.03709 -0.31248 1.49979
N 0.18423 0.22370 2.75805
S 1.57222 1.07435 3.12338
H -2.66332 0.57417 -1.28939
H -1.69296 1.72884 -2.11316
H -1.40503 1.54461 -0.33000
H -0.83469 -0.64068 -2.45263
H 1.36921 -2.40093 -0.87328
H 2.40213 -0.93480 -1.28172
H 1.20240 -1.60272 -2.42035
H -0.93411 -0.92152 1.47248
H -0.54595 0.08470 3.45029
H 1.17663 2.36111 2.96571
```

***

x.
The following is a quantum chemistry calculation of the molecule C5H10N2S, from the OMol25 dataset.

Values from the calculation:
Charge = 0
LUMO = 0.683 eV
SMILES string = C=CN(N)C(=S)CC

The geometry in XYZ format:
```
18
C5H10N2S, DFT ωB97M-V/def2-TZVPD
C 1.07674 0.03101 2.88153
C 0.09123 0.44798 2.13082
N -0.06943 0.44331 0.67656
N -1.26253 1.11522 0.35219
C 0.74189 -0.06402 -0.25845
S 2.11837 -0.93280 0.04879
C 0.26887 0.02357 -1.69416
C -0.65298 -1.10762 -2.05256
H 0.98560 0.06150 3.99600
H 1.95211 -0.50707 2.52223
H -0.68687 1.05311 2.58459
H -1.84167 0.56796 -0.27727
H -1.06307 2.02024 -0.07479
H -0.13857 0.98381 -1.87030
H 1.12628 0.10687 -2.35535
H -1.60497 -1.17647 -1.53019
H -0.08397 -2.04204 -1.98026
H -0.95703 -1.02456 -3.09936
```

***

y.
The following is a quantum chemistry calculation of a structure of composition C5H10N2S, from the OMol25 dataset.

Values from the calculation:
Charge = 0
LUMO = 0.739 eV

The geometry in XYZ format:
```
18
C5H10N2S, DFT ωB97M-V/def2-TZVPD
C 0.05381 -0.01985 1.58218
C 1.79584 1.02418 0.30126
C -0.16810 -0.09333 -0.81631
C -1.73404 0.34170 -1.00531
C -0.37960 -1.56299 -1.27720
H -0.79911 -0.76181 1.35512
H -0.20576 0.78356 2.21312
H 0.63995 -0.73891 2.18021
H 1.91565 1.12965 -0.75384
H 1.91764 1.55658 2.29958
H 0.22517 0.19244 -1.73017
H -1.98607 1.39830 -1.36711
H -2.19954 -0.07395 -0.05089
H 0.43608 -1.87807 -1.85155
H -0.78184 -2.24011 -0.51747
N 0.62812 0.29270 0.33715
N 2.44976 1.68478 1.28474
S -1.80797 -1.03490 -2.18349
```

***

Least stable: y

***

w.
The following is a quantum chemistry calculation of the molecule C4H3FO2, from the OMol25 dataset.

Values from the calculation:
Charge = 0
LUMO = 0.587 eV
SMILES string = Oc1cocc1F

The geometry in XYZ format:
```
10
C4H3FO2, DFT ωB97M-V/def2-TZVPD
O 1.05741 -1.49356 -0.87504
C 0.29942 -0.48059 -0.45323
C 0.15638 0.81135 -0.83071
O -0.52818 1.48734 0.11394
C -1.03616 0.58050 1.05641
C -0.45589 -0.66567 0.70250
F -0.46139 -1.81052 1.25436
H 1.86731 -1.08456 -1.35291
H 0.78761 1.48826 -1.40770
H -1.68651 1.16746 1.79238
```

***

x.
The following is a quantum chemistry calculation of a cluster of 2 separate species, C4H3FO2 in total, from the OMol25 dataset.

Values from the calculation:
Charge = 0
LUMO (spin up / spin down) = -0.512 / -0.512 eV

The geometry in XYZ format:
```
10
C4H3FO2, DFT ωB97M-V/def2-TZVPD
C 1.19888 -0.43146 -0.60315
C 0.08519 -1.31388 -0.29635
C -2.59055 1.05836 0.41352
C 1.60047 0.18656 0.48070
O -2.51724 0.45029 -0.54906
O -2.60285 1.73100 1.34856
F -0.23326 -2.19724 -1.23860
H 1.63266 -0.34704 -1.61278
H 2.32544 0.84606 0.65262
H 1.10125 0.01735 1.40452
```

***

Least stable: x

***

w.
The following is a quantum chemistry calculation of a cluster of 2 separate species, C6H12 in total, from the OMol25 dataset.

Values from the calculation:
Charge = 0
LUMO = 1.227 eV
SMILES string = C=CC.C=CC

The geometry in XYZ format:
```
18
C6H12, DFT ωB97M-V/def2-TZVPD
C 0.83087 -1.77721 -1.12365
C 0.05305 -1.46890 -0.07974
C 0.46736 -1.66117 1.32431
H 1.86995 -2.06779 -0.99202
H 0.45576 -1.87950 -2.13076
H -0.99333 -1.25803 -0.26661
H 0.23471 -0.78940 1.90529
H -0.08324 -2.46740 1.77753
H 1.51585 -1.88009 1.47476
C -1.35300 1.77465 0.85127
C -0.18772 1.61510 0.24363
C -0.02214 1.70905 -1.22710
H -2.30186 1.72526 0.33098
H -1.38613 1.95925 1.90793
H 0.72977 1.69087 0.82524
H 0.57802 0.81172 -1.55001
H 0.51018 2.62481 -1.51729
H -0.97938 1.67351 -1.75934
```

***

x.
The following is a quantum chemistry calculation of a structure of composition C6H12, from the OMol25 dataset.

Values from the calculation:
Charge = 0
LUMO = 0.971 eV

The geometry in XYZ format:
```
18
C6H12, DFT ωB97M-V/def2-TZVPD
C -0.59756 1.60016 0.06068
C 0.29567 0.36770 -0.17725
C 1.72513 0.73645 -0.46869
C 0.08330 -0.72785 0.80470
C -0.96268 -1.24616 0.09311
C -0.49678 -0.59974 -1.15684
H -0.63414 2.19934 -0.85657
H -1.62669 1.31399 0.31439
H -0.21983 2.23901 0.86736
H 1.78475 1.30539 -1.39700
H 2.33182 -0.17087 -0.55629
H 2.13322 1.34457 0.34901
H 0.83757 -1.17143 1.45135
H -0.78395 -1.81342 2.15383
H -1.97264 -1.54300 0.35523
H -0.92842 -2.39266 1.69126
H -1.22564 -0.21753 -1.86907
H 0.25689 -1.22395 -1.65921
```

***

y.
The following is a quantum chemistry calculation of the molecule C6H12, from the OMol25 dataset.

Values from the calculation:
Charge = 0
LUMO = 1.325 eV
SMILES string = CCCC1CC1

The geometry in XYZ format:
```
18
C6H12, DFT ωB97M-V/def2-TZVPD
C 0.92542 -1.41452 -1.25744
C 1.21044 0.08063 -1.11401
C 0.89942 0.61824 0.29026
C -0.55750 0.98580 0.54027
C -1.29188 0.46804 1.74546
C -1.71564 0.03463 0.37354
H -0.11982 -1.65128 -1.04581
H 1.53975 -1.99019 -0.55405
H 1.14246 -1.77180 -2.26887
H 2.26934 0.25844 -1.34325
H 0.63607 0.64831 -1.85833
H 1.50104 1.51849 0.47563
H 1.23475 -0.11815 1.03518
H -0.79786 2.01248 0.26535
H -0.76648 -0.26397 2.35484
H -1.93639 1.13664 2.30705
H -2.63975 0.44056 -0.02806
H -1.53337 -0.99234 0.08225
```

***

Least stable: x

***

w.
The following is a quantum chemistry calculation of the molecule C6H12, from the OMol25 dataset.

Values from the calculation:
Charge = 0
LUMO = 1.305 eV
SMILES string = CCCC1CC1

The geometry in XYZ format:
```
18
C6H12, DFT ωB97M-V/def2-TZVPD
C -1.89986 0.51098 0.83794
C -1.36119 -0.85531 0.41310
C 0.16897 -0.96931 0.49526
C 0.90130 -0.39763 -0.70416
C 2.18637 0.36751 -0.55562
C 0.94184 1.07471 -1.01158
H -1.49060 1.31562 0.22134
H -1.63722 0.72386 1.88155
H -2.99080 0.55502 0.75328
H -1.81653 -1.62466 1.04948
H -1.68213 -1.07718 -0.61350
H 0.44864 -2.02756 0.58578
H 0.52195 -0.48475 1.41712
H 0.84896 -1.03650 -1.58565
H 2.52713 0.57977 0.45519
H 2.98655 0.20242 -1.27111
H 0.86712 1.37542 -2.05317
H 0.47950 1.76757 -0.31524
```

***

x.
The following is a quantum chemistry calculation of the molecule C6H12, from the OMol25 dataset.

Values from the calculation:
Charge = 0
LUMO = 1.064 eV
SMILES string = C=C(CC)CC

The geometry in XYZ format:
```
18
C6H12, DFT ωB97M-V/def2-TZVPD
C -0.75956 1.55222 0.96469
C -0.24571 0.46095 0.34552
C -0.56629 -0.91623 0.93137
C 0.74643 -1.73646 1.03667
C 0.63005 0.77012 -0.86832
C 0.01545 0.12274 -2.12803
H -1.83622 1.84485 0.98244
H -0.22961 2.51892 1.05865
H -1.28382 -1.30866 0.20681
H -0.84005 -0.71948 1.96864
H 0.74268 -2.65878 1.61525
H 1.43926 -1.01318 1.47636
H 1.10480 -2.00472 0.03589
H 1.68495 0.45172 -0.81748
H 0.63862 1.85385 -0.95361
H -0.99879 0.54061 -2.08738
H 0.09507 -0.96560 -2.04631
H 0.46790 0.31080 -3.11704
```

***

Least stable: x